--- 1 ---
Density functional theory data (ωB97M-V with the def2-TZVPD basis set) for a cluster of 2 separate species, C3H10N2OS in total.

Output
Spin multiplicity = 1
E_LUMO = 0.027 hartree
Gap between HOMO and LUMO = 8.9 eV
HOMO level = -8.21 eV
SMILES = CC(C)=N.NSO

Each line ends with the Mulliken charge.
Positions of all 17 atoms, in Å:
C -1.353 -0.184 -1.312  -1.09
C -0.820 -0.077 0.085  0.78
C -1.074 1.141 0.911  -1.13
N -0.584 -1.200 0.596  -0.65
H -2.447 -0.135 -1.028  0.33
H -1.244 -1.187 -1.697  0.39
H -1.159 0.399 -2.251  0.31
H -0.132 1.735 0.829  0.19
H -1.883 1.787 0.460  0.32
H -1.128 0.926 1.937  0.40
H -0.680 -1.229 1.611  0.14
N 2.420 0.320 0.626  -0.49
S 1.951 -0.157 -1.017  0.11
O 1.792 -1.720 -0.760  -0.44
H 2.096 1.208 0.619  0.17
H 3.390 0.362 0.747  0.27
H 0.855 -1.991 -0.358  0.39

=====

--- 2 ---
Density functional theory data (ωB97M-V with the def2-TZVPD basis set) for a cluster of 2 separate species, C3H10N2OS in total.

Output
Spin multiplicity = 1
E_LUMO = 0.029 hartree
Gap between HOMO and LUMO = 10.1 eV
HOMO level = -9.34 eV

Each line ends with the Mulliken charge.
Positions of all 17 atoms, in Å:
C -3.492 -0.046 0.077  -0.68
C -1.487 0.058 1.568  -0.81
C -2.411 -0.629 0.618  -0.10
N 2.149 -0.943 -0.256  -0.44
N 3.679 0.667 -1.855  -0.54
O 1.345 1.237 -1.291  -0.60
S 2.483 0.670 -0.540  0.53
H -3.618 1.044 -0.028  0.24
H 2.258 -1.191 0.736  0.27
H -4.258 -0.602 -0.360  0.28
H -0.793 -0.741 2.120  0.19
H -1.932 0.423 2.482  0.32
H -0.787 0.845 1.150  0.20
H -2.371 -1.642 0.690  0.35
H 1.466 -1.348 -0.882  0.25
H 4.498 1.161 -1.526  0.25
H 3.273 1.038 -2.703  0.28

=====

Which one sits at the bottom of the stability order? 2 does.

=====

--- 1 ---
Density functional theory data (ωB97M-V with the def2-TZVPD basis set) for a structure of composition C22H24N7O5RuS.

Output
Spin multiplicity = 2
E_LUMO (spin up / spin down) = -0.005 / -0.022 hartree
Gap between HOMO and LUMO (spin up / spin down) = 8.0 / 7.5 eV
HOMO level (spin up / spin down) = -8.13 / -8.05 eV

Each line ends with the Löwdin spin population.
Positions of all 60 atoms, in Å:
Ru 0.287 1.398 1.565  0.87
O 1.497 -1.240 0.713  0.00
C 2.914 -1.180 0.674  0.00
C 3.462 -0.489 1.908  0.00
N 2.886 0.836 2.093  0.00
C 3.594 1.889 1.393  0.00
C 2.720 3.135 1.199  0.00
O 3.226 4.125 0.711  0.01
O 1.484 3.039 1.584  0.02
C 2.740 1.161 3.514  0.00
C 1.511 0.486 4.099  0.01
O 1.558 -0.123 5.145  0.02
O 0.423 0.603 3.378  0.04
H 1.237 -1.493 1.609  0.00
H 3.170 -0.634 -0.237  0.00
H 3.349 -2.182 0.595  0.00
H 4.559 -0.457 1.857  0.00
H 3.211 -1.094 2.785  0.00
H 3.922 1.535 0.413  0.00
H 4.501 2.203 1.926  0.00
H 2.594 2.237 3.613  0.00
H 3.626 0.874 4.090  0.00
S -1.646 2.458 2.184  0.01
C -2.309 0.874 1.946  0.00
C -3.614 0.410 2.094  0.00
C -3.887 -0.884 1.700  0.00
C -2.873 -1.684 1.173  0.00
C -1.600 -1.164 1.079  0.00
N -1.329 0.085 1.469  0.00
H -4.376 1.063 2.494  0.00
H -4.893 -1.274 1.789  0.00
H -3.066 -2.694 0.841  0.00
H -0.774 -1.732 0.670  0.00
C -2.250 1.502 -1.149  0.00
C -0.791 1.501 -1.414  0.01
N 0.194 1.626 -0.540  0.00
C 1.374 1.615 -1.259  0.00
C 1.099 1.462 -2.572  0.00
N -0.279 1.393 -2.659  0.00
C -1.011 1.008 -3.846  0.00
N -1.761 -0.200 -3.612  0.00
N -3.092 -0.226 -3.886  0.00
N -3.585 -1.334 -3.501  0.00
C -2.584 -2.076 -2.905  0.00
C -2.623 -3.339 -2.308  0.00
C -1.452 -3.809 -1.761  0.00
C -0.268 -3.042 -1.787  0.00
C -0.210 -1.802 -2.382  0.00
C -1.400 -1.343 -2.958  0.00
H -2.460 2.144 -0.298  0.00
H -2.605 0.492 -0.925  0.00
H -2.802 1.865 -2.015  0.00
H 2.325 1.765 -0.789  0.00
H 1.731 1.427 -3.441  0.00
H -0.278 0.862 -4.640  0.00
H -1.725 1.772 -4.147  0.00
H -3.540 -3.913 -2.289  0.00
H -1.432 -4.782 -1.289  0.00
H 0.622 -3.434 -1.312  0.00
H 0.701 -1.221 -2.379  0.00

=====

--- 2 ---
Density functional theory data (ωB97M-V with the def2-TZVPD basis set) for a structure of composition C22H24N7O5RuS.

Output
Spin multiplicity = 2
E_LUMO (spin up / spin down) = -0.003 / -0.017 hartree
Gap between HOMO and LUMO (spin up / spin down) = 7.6 / 7.7 eV
HOMO level (spin up / spin down) = -7.67 / -8.15 eV

Each line ends with the Löwdin spin population.
Positions of all 60 atoms, in Å:
Ru -1.789 0.103 -0.128  0.71
O -2.718 0.211 2.150  0.00
C -3.694 1.266 2.175  0.00
C -4.583 1.211 0.939  0.00
N -3.799 1.440 -0.275  0.06
C -3.396 2.839 -0.408  0.00
C -2.092 3.092 0.281  0.00
O -1.801 4.186 0.723  0.00
O -1.325 2.044 0.324  0.01
C -4.400 0.979 -1.528  0.00
C -3.301 0.694 -2.562  0.00
O -3.550 0.823 -3.741  0.00
O -2.145 0.274 -2.107  -0.01
H -3.197 -0.627 2.024  0.00
H -3.136 2.196 2.244  0.00
H -4.314 1.176 3.070  0.00
H -5.395 1.943 1.030  0.00
H -5.031 0.223 0.879  0.00
H -4.155 3.528 -0.031  0.00
H -3.223 3.059 -1.464  0.00
H -5.094 1.708 -1.950  0.00
H -4.932 0.043 -1.369  0.00
S -3.808 -1.712 0.014  0.15
C -2.428 -2.733 0.075  0.02
C -2.428 -4.131 -0.001  0.00
C -1.223 -4.791 0.036  0.00
C -0.035 -4.064 0.140  0.00
C -0.111 -2.695 0.204  0.00
N -1.285 -2.042 0.190  0.03
H -3.368 -4.655 -0.102  0.00
H -1.195 -5.872 -0.019  0.00
H 0.927 -4.556 0.168  0.00
H 0.773 -2.078 0.288  0.00
C 1.169 0.702 -1.845  0.00
C 1.101 0.787 -0.366  0.01
N 0.207 0.186 0.398  -0.01
C 0.481 0.523 1.714  0.00
C 1.585 1.293 1.739  0.00
N 1.966 1.464 0.414  0.00
C 3.140 2.172 -0.048  0.00
N 4.118 1.276 -0.609  0.00
N 4.571 1.498 -1.869  0.00
N 5.407 0.588 -2.186  0.00
C 5.524 -0.285 -1.120  0.00
C 6.297 -1.441 -0.980  0.00
C 6.194 -2.124 0.208  0.00
C 5.343 -1.676 1.243  0.00
C 4.578 -0.538 1.119  0.00
C 4.692 0.151 -0.095  0.00
H 0.196 0.399 -2.229  0.00
H 1.921 -0.027 -2.155  0.00
H 1.434 1.663 -2.286  0.00
H -0.145 0.190 2.523  0.00
H 2.107 1.775 2.547  0.00
H 3.546 2.725 0.797  0.00
H 2.883 2.870 -0.841  0.00
H 6.945 -1.773 -1.780  0.00
H 6.773 -3.026 0.360  0.00
H 5.293 -2.245 2.162  0.00
H 3.925 -0.210 1.914  0.00

=====

Which one sits at the bottom of the stability order? 2 does.

=====

--- 1 ---
Density functional theory data (ωB97M-V with the def2-TZVPD basis set) for a cluster of 2 separate species, C3H12N2OS2 in total.

Output
Spin multiplicity = 1
E_LUMO = 0.021 hartree
Gap between HOMO and LUMO = 9.7 eV
HOMO level = -9.15 eV
SMILES = NC[C@H](N)CSS.O

Each line ends with the Mulliken charge.
Positions of all 20 atoms, in Å:
N -1.754 -0.727 0.316  -0.48
C -0.604 -0.554 -0.607  -0.42
C 0.707 -0.981 0.102  0.05
N 0.874 -0.555 1.487  -0.58
C 1.958 -0.581 -0.678  -0.71
S 2.437 1.202 -0.430  -0.08
S 1.406 2.204 -1.865  -0.22
H -1.415 -0.978 1.229  0.17
H -2.506 -1.294 -0.038  0.19
H -0.673 -1.167 -1.495  0.38
H -0.662 0.504 -0.868  0.11
H 0.659 -2.076 0.096  0.23
H 0.699 0.433 1.582  0.24
H 0.426 -1.154 2.138  0.29
H 2.819 -1.235 -0.541  0.37
H 1.810 -0.615 -1.761  0.36
H 2.339 2.170 -2.848  0.15
O -2.766 1.800 1.751  -0.67
H -3.547 2.200 1.344  0.30
H -2.210 1.403 1.085  0.32

=====

--- 2 ---
Density functional theory data (ωB97M-V with the def2-TZVPD basis set) for a cluster of 3 separate species, C3H12N2OS2 in total.

Output
Spin multiplicity = 1
E_LUMO = -0.173 hartree
Gap between HOMO and LUMO = 3.4 eV
HOMO level = -8.09 eV

Each line ends with the Mulliken charge.
Positions of all 20 atoms, in Å:
S -2.659 1.483 0.584  -0.58
S 2.937 0.734 0.594  -0.12
C 2.270 -0.648 -0.272  -0.73
C 0.868 -0.159 -0.710  0.17
C -0.027 -1.199 -1.388  -0.40
N -1.084 -0.477 -2.101  -0.66
N 0.247 0.292 0.499  -0.07
H -2.577 2.417 1.542  0.11
H 2.865 -0.872 -1.172  0.40
H 2.163 -1.534 0.336  0.36
H 1.024 0.680 -1.390  0.24
H 0.522 -1.764 -2.120  0.41
H -0.390 -1.850 -0.589  0.31
H -1.587 0.090 -1.445  0.19
H -1.819 -1.087 -2.438  0.26
H 0.878 0.666 1.228  0.15
H -0.597 0.885 0.419  -0.03
H -2.150 -0.699 1.252  0.23
H -2.034 -1.881 2.182  0.28
O -1.831 -1.623 1.279  -0.54

=====

Which one sits at the bottom of the stability order? 2 does.